1.
79
Properties=species:S:1:pos:R:3:forces:R:3:mulliken_spin:R:1 method="wB97M-V/def2-TZVPD" spin_multiplicity=7 s_squared=12.04 energy_ev=-84265.2055 total_charge=+1 relative_energy_ev=0.3585
Eu 2.211 1.493 -1.563 1.0 1.1 2.7 5.023
C -1.098 -1.058 2.952 1.8 1.5 2.1 0.235
C -0.654 -2.084 2.065 2.4 -0.7 -0.7 0.230
C 1.167 -1.368 3.255 -0.2 -0.7 -1.0 0.169
C 0.035 -0.627 3.698 -2.8 -0.3 -0.9 0.225
C 0.757 -2.201 2.181 -1.3 0.3 0.2 -0.013
C -2.471 -0.513 3.051 -0.4 0.1 0.2 -0.017
H -2.690 0.215 2.255 0.0 -0.2 0.2 0.016
H -2.604 0.009 4.003 -0.1 -0.1 -0.1 0.005
H -3.225 -1.306 2.992 0.0 0.2 0.0 0.002
C 0.035 0.370 4.787 0.1 0.3 0.3 -0.002
H -0.976 0.552 5.156 0.2 0.0 0.0 0.002
H 0.454 1.332 4.465 -0.1 -0.1 0.1 0.003
H 0.651 0.021 5.620 -0.1 0.1 0.1 0.000
C 2.506 -1.375 3.867 0.5 -0.1 0.4 0.007
H 2.501 -0.905 4.857 0.0 -0.1 -0.2 -0.006
H 3.258 -0.856 3.260 -0.1 -0.1 0.0 0.037
H 2.863 -2.408 3.986 0.0 0.2 0.0 0.026
C 1.665 -3.026 1.352 0.3 -0.3 -0.1 0.033
H 2.044 -3.902 1.894 0.0 0.0 -0.2 -0.005
H 2.535 -2.432 1.042 0.0 -0.1 0.0 -0.004
H 1.169 -3.372 0.440 0.0 -0.1 0.1 -0.001
C -1.481 -2.925 1.174 -0.5 -0.7 -0.3 -0.003
H -1.358 -4.004 1.378 0.1 0.4 0.0 0.022
H -1.225 -2.791 0.111 0.0 0.0 0.3 0.023
H -2.553 -2.730 1.293 0.2 0.1 -0.1 -0.004
C -3.738 1.597 -0.268 -0.8 0.6 0.0 0.001
C -4.748 1.313 -1.102 0.1 -0.3 0.3 0.001
C -4.671 0.728 -2.486 0.0 -0.2 -0.6 -0.001
C -3.296 0.841 -3.207 0.1 1.0 0.1 -0.001
C -2.465 -0.355 -2.833 0.3 -0.6 -0.5 0.006
C -2.343 -0.903 -1.608 0.4 0.2 0.0 -0.003
C -1.827 -0.103 -0.461 -1.3 0.6 1.3 0.034
C -2.265 1.402 -0.474 0.9 -0.4 -0.3 0.003
H -5.453 1.185 -3.114 0.3 0.0 0.2 0.000
H -2.838 1.823 -2.993 -0.4 -0.2 -0.1 0.001
H -4.931 -0.349 -2.446 0.0 0.5 0.0 0.000
H -1.944 1.769 -1.461 0.0 0.1 0.6 -0.003
H -4.002 2.106 0.664 0.0 -0.4 -0.1 0.000
H -5.786 1.445 -0.749 0.7 0.2 -0.1 0.000
H -1.690 1.990 0.270 -0.3 -0.5 -0.2 0.000
H -2.131 -0.605 0.463 0.2 0.5 0.0 0.006
H -2.556 -1.975 -1.453 1.4 0.2 -0.4 -0.003
H -0.710 -0.120 -0.459 -0.5 -0.2 -0.3 -0.019
H -3.439 0.846 -4.302 -0.2 -0.2 0.5 0.001
H -1.989 -0.869 -3.672 -1.5 -0.9 -0.2 0.001
P 0.155 0.953 -3.274 -1.7 -0.4 0.0 0.008
C 0.156 2.837 -3.235 0.7 -0.5 -0.5 -0.002
C -0.528 0.671 -4.919 -0.7 0.3 -0.7 0.000
P 1.872 -1.091 -2.055 -0.5 -0.1 -0.3 -0.013
C 1.707 0.002 -3.626 1.1 -0.5 0.0 -0.010
C 0.884 -2.527 -2.596 0.1 -0.7 -0.2 -0.004
C 3.634 -1.419 -2.286 0.2 -0.9 -0.4 0.002
H 0.423 3.271 -2.242 -0.2 -0.1 -0.7 0.000
H -0.918 3.058 -3.388 0.6 0.0 0.0 -0.001
H 0.759 3.229 -4.067 -0.3 0.4 0.4 -0.001
H -0.055 1.412 -5.577 -0.2 -0.3 -0.2 0.001
H -1.619 0.820 -4.910 0.6 0.0 -0.3 -0.001
H -0.295 -0.351 -5.263 -0.2 0.6 0.2 -0.001
H 3.777 -1.575 -3.364 0.4 -0.1 0.3 0.001
H 3.865 -2.336 -1.738 0.3 0.2 0.0 0.001
H 4.284 -0.601 -1.916 -0.4 -0.4 -0.1 -0.004
H 2.657 0.550 -3.854 -0.5 -0.5 -0.1 0.000
H 1.553 -0.777 -4.421 0.1 1.3 0.5 0.000
H 1.280 -3.429 -2.095 -0.2 0.4 -0.1 0.000
H 1.000 -2.692 -3.681 -0.1 0.0 0.4 0.000
H -0.195 -2.434 -2.347 0.7 0.2 0.0 0.000
F 2.459 3.608 5.038 -0.2 0.0 -0.1 0.000
C 2.655 2.918 3.911 -0.2 0.2 0.2 -0.001
C 1.724 2.976 2.875 -0.1 0.5 0.5 0.001
F 0.641 3.764 2.995 0.3 -0.5 -0.1 0.000
C 1.986 2.262 1.733 0.8 -0.7 -0.6 0.012
F 1.072 2.155 0.676 0.4 0.5 0.3 0.000
C 3.208 1.582 1.525 0.1 -0.1 0.5 -0.001
O 3.536 1.082 0.369 -0.8 -0.1 -1.3 -0.002
C 4.059 1.455 2.646 0.0 -0.3 -0.9 -0.009
F 5.134 0.634 2.570 -0.6 0.7 0.0 0.001
C 3.790 2.132 3.805 0.5 -0.3 0.6 -0.001
F 4.643 1.987 4.833 -0.6 0.3 -0.3 0.000

***

2.
104
Properties=species:S:1:pos:R:3:forces:R:3:lowdin_charge:R:1 method="wB97M-V/def2-TZVPD" smiles="CCCC[C@@](N)(COCCOCC)OC(=O)OC[C@@H](C)O.FC(F)C(F)(F)COC(F)(F)C(F)F.FC(F)C(F)(F)COC(F)(F)C(F)F.FC(F)C(F)(F)COC(F)(F)C(F)F" spin_multiplicity=1 energy_ev=-115873.7827 total_charge=0
C 3.495 -1.681 0.536 -0.1 -0.1 0.3 -0.097
C 2.024 -1.837 0.885 0.6 -0.3 -0.4 -0.253
C 1.061 -1.050 0.017 -0.2 0.5 0.7 -0.191
C 1.288 0.474 0.107 0.3 -0.5 -0.4 -0.087
C 1.829 1.112 -1.183 -0.4 -0.9 -0.6 -0.468
N 2.782 0.279 -1.847 -0.1 0.1 0.1 0.139
C 0.646 1.221 -2.152 0.2 1.1 0.3 -0.123
O -0.107 2.382 -1.852 -0.2 0.0 0.0 -0.115
C -1.475 2.244 -2.189 0.0 -0.2 0.2 -0.157
C -2.167 1.558 -1.036 0.0 0.2 0.0 -0.213
O -3.552 1.815 -1.001 0.2 -0.2 -0.5 -0.125
C -4.189 0.835 -0.212 -0.3 0.0 1.0 -0.260
C -3.785 0.925 1.250 0.5 0.2 -0.2 -0.065
O 2.302 2.475 -1.008 0.2 0.3 0.9 0.056
C 3.304 2.643 -0.102 2.5 -0.2 -0.5 -0.507
O 4.494 2.500 -0.394 -2.8 0.1 0.8 0.128
O 2.932 2.977 1.159 0.2 0.1 -1.1 0.036
C 1.926 3.980 1.284 -0.9 0.1 0.5 -0.093
C 1.002 3.681 2.506 0.7 -0.5 -0.4 -0.365
C -0.331 3.117 2.053 0.3 0.5 0.1 -0.026
O 1.679 2.783 3.369 0.1 0.0 0.3 -0.023
H 3.842 -0.661 0.647 0.1 0.4 -0.1 0.066
H 4.075 -2.266 1.231 0.2 -0.2 0.2 0.043
H 3.713 -2.046 -0.457 0.1 0.0 -0.4 0.077
H 1.924 -1.577 1.933 -0.3 0.2 0.3 0.108
H 1.800 -2.896 0.807 -0.3 -0.2 0.1 0.097
H 0.071 -1.230 0.426 -0.4 -0.2 -0.1 0.102
H 1.075 -1.404 -1.004 0.1 -0.1 -0.3 0.103
H 1.918 0.639 0.973 0.2 0.4 0.2 0.119
H 0.323 0.925 0.267 -0.2 0.4 0.3 0.084
H 2.910 0.607 -2.794 0.3 0.1 0.0 0.096
H 3.664 0.254 -1.355 0.1 0.0 -0.1 0.080
H 0.053 0.323 -2.027 -0.1 -0.3 -0.2 0.122
H 1.012 1.332 -3.168 0.1 -0.3 -0.3 0.137
H -1.911 3.222 -2.334 0.0 0.4 -0.1 0.123
H -1.579 1.676 -3.109 -0.1 0.0 -0.3 0.130
H -1.974 0.487 -1.068 0.0 -0.3 0.0 0.126
H -1.699 1.950 -0.144 0.2 0.1 0.4 0.095
H -5.253 1.016 -0.251 -0.3 0.1 -0.4 0.119
H -3.971 -0.168 -0.570 0.0 -0.2 -0.4 0.104
H -3.893 1.951 1.579 -0.3 0.2 0.3 0.073
H -4.344 0.248 1.881 -0.3 -0.1 0.1 0.078
H -2.738 0.687 1.393 0.3 -0.2 0.0 0.059
H 1.296 4.027 0.404 0.0 -0.1 -0.3 0.121
H 2.389 4.951 1.399 0.5 0.1 0.1 0.128
H 0.870 4.612 3.049 -0.1 0.2 0.1 0.136
H -0.206 2.633 1.100 0.0 -0.4 -0.2 0.043
H -0.708 2.434 2.806 -0.3 -0.2 0.1 0.090
H -1.034 3.922 1.893 -0.2 -0.1 0.2 0.063
H 1.142 1.995 3.491 0.0 0.0 -0.1 0.081
C -2.028 -5.088 -3.282 0.7 -0.2 0.0 -0.036
C -3.290 -4.772 -4.107 -0.2 -0.2 0.6 -0.442
C -3.531 -3.323 -4.545 -0.1 0.1 -0.3 -0.306
F -3.612 -2.472 -3.503 0.1 -0.1 0.2 0.093
F -4.704 -3.263 -5.216 0.0 -0.1 0.0 0.099
F -4.375 -5.258 -3.470 0.0 0.1 0.0 0.134
F -3.162 -5.477 -5.267 0.2 0.1 -0.1 0.103
O -2.115 -5.182 -1.865 -0.7 0.3 0.0 0.047
C -2.046 -4.085 -1.037 0.5 -0.3 -0.7 -0.533
C -3.371 -3.837 -0.298 -0.3 0.0 0.2 -0.280
F -4.402 -3.749 -1.157 0.1 0.1 -0.2 0.103
F -3.306 -2.673 0.388 0.2 0.0 0.0 0.090
F -1.614 -2.993 -1.707 -0.2 0.0 0.2 0.135
F -1.116 -4.366 -0.102 -0.1 0.1 0.1 0.146
H -1.761 -6.100 -3.579 -0.1 0.0 0.0 0.149
H -1.190 -4.460 -3.585 -0.1 0.2 0.0 0.146
H -2.731 -2.990 -5.214 0.0 0.0 0.0 0.173
H -3.578 -4.651 0.400 0.2 0.0 0.0 0.176
C -2.138 8.340 -0.956 0.7 0.1 0.2 -0.036
C -3.412 8.968 -1.549 0.0 -0.7 -0.2 -0.443
C -4.470 9.518 -0.586 -0.2 0.3 0.0 -0.307
F -4.940 8.577 0.256 0.1 -0.2 0.0 0.099
F -5.515 9.982 -1.309 0.1 0.0 0.0 0.098
F -3.973 8.105 -2.422 -0.1 0.0 0.1 0.135
F -2.994 10.047 -2.271 0.1 0.2 0.1 0.103
O -2.049 6.926 -0.815 -0.8 -0.1 -0.1 0.051
C -2.553 6.245 0.268 0.4 0.7 -0.1 -0.521
C -3.713 5.306 -0.093 0.0 -0.3 -0.2 -0.282
F -4.696 5.958 -0.736 0.0 0.2 0.1 0.110
F -4.220 4.787 1.049 0.1 0.0 0.0 0.099
F -2.862 7.083 1.276 -0.2 -0.1 -0.1 0.152
F -1.555 5.444 0.719 -0.1 0.2 -0.2 0.116
H -1.364 8.562 -1.688 0.0 0.0 -0.1 0.148
H -1.834 8.849 -0.041 -0.2 0.0 0.1 0.146
H -4.058 10.345 -0.001 0.0 0.0 0.0 0.172
H -3.353 4.494 -0.731 0.0 0.0 0.1 0.158
C 6.374 -6.064 2.435 0.7 0.0 0.2 -0.036
C 5.083 -5.287 2.115 0.0 -0.6 -0.3 -0.439
C 4.117 -4.984 3.266 -0.1 0.3 0.1 -0.301
F 3.676 -6.098 3.877 0.1 -0.2 -0.1 0.102
F 3.039 -4.334 2.767 0.1 0.0 0.0 0.093
F 4.436 -5.892 1.098 -0.1 0.0 0.1 0.135
F 5.488 -4.067 1.658 0.1 0.0 0.2 0.094
O 6.428 -7.468 2.209 -0.8 0.0 -0.1 0.047
C 5.980 -8.394 3.125 0.5 0.6 0.1 -0.537
C 4.763 -9.184 2.625 -0.1 -0.2 -0.1 -0.288
F 3.764 -8.372 2.241 0.0 0.2 0.1 0.103
F 4.310 -9.971 3.628 0.1 0.0 0.0 0.100
F 5.763 -7.835 4.332 -0.2 0.0 -0.1 0.149
F 6.974 -9.294 3.283 0.0 -0.1 0.0 0.144
H 7.101 -5.675 1.724 0.0 0.0 -0.1 0.148
H 6.758 -5.807 3.422 -0.2 0.0 0.1 0.147
H 4.599 -4.338 4.006 0.0 0.0 0.0 0.175
H 5.051 -9.809 1.777 0.1 0.0 0.0 0.175